a) Below is C6H10O in the gas phase, with properties calculated with ωB97M-V with the def2-TZVPD basis set.

Structure (XYZ):
```
17
Properties=species:S:1:pos:R:3:lowdin_charge:R:1
O 0.702 2.345 -0.626 0.0228
C 0.179 2.169 0.467 -0.2622
C -1.275 1.695 0.515 -0.1788
C -1.461 0.244 -0.011 -0.1691
C -0.237 -0.744 0.310 -0.1173
C 0.311 -1.544 -0.628 -0.1535
C 1.826 -1.957 -0.604 -0.1144
H 0.787 2.446 1.383 0.1281
H -1.947 2.227 -0.163 0.1044
H -1.594 2.100 1.559 0.1300
H -1.729 0.305 -1.016 0.0794
H -2.244 -0.290 0.625 0.1210
H 0.108 -0.712 1.351 0.1107
H -0.220 -2.053 -1.473 0.1072
H 2.111 -2.115 0.366 0.0072
H 2.258 -2.987 -0.974 0.0990
H 2.425 -1.128 -1.081 0.0854
```

## Properties
- HOMO energy (eV) = -8.8
- SMILES string = C/C=C/CCC=O
- Kohn-Sham gap (eV) = 9.77

b) Below is 2 unconnected molecules or ions with the total composition C6H10O, with properties calculated with ωB97M-V with the def2-TZVPD basis set.

Structure (XYZ):
```
17
Properties=species:S:1:pos:R:3:lowdin_charge:R:1
C 0.877 0.006 0.298 -0.1933
C 0.181 2.040 -1.367 -0.1768
O -0.948 1.618 -1.432 -0.0194
C -0.496 0.440 1.031 -0.1723
C -1.161 -0.915 1.112 -0.1084
C -0.609 -1.819 0.309 -0.1125
C 0.538 -1.269 -0.488 -0.2032
H 1.536 -0.257 1.130 0.1094
H 1.525 0.641 -0.335 0.0805
H 0.601 2.537 -0.469 0.0937
H 0.877 1.928 -2.216 0.0945
H -0.275 0.890 2.006 0.0998
H -1.252 1.120 0.595 0.0945
H -2.058 -1.106 1.694 0.1008
H -0.936 -2.846 0.222 0.0962
H 0.222 -1.038 -1.519 0.1095
H 1.378 -1.969 -0.571 0.1071
```

## Properties
- HOMO energy (eV) = -8.9
- SMILES string = C1=CCCC1.C=O
- Kohn-Sham gap (eV) = 9.87

c) Below is C6H10O in the gas phase, with properties calculated with ωB97M-V with the def2-TZVPD basis set.

Structure (XYZ):
```
17
Properties=species:S:1:pos:R:3:lowdin_charge:R:1
C 1.555 -0.202 0.489 -0.1812
C 1.456 -1.355 1.145 -0.0003
C 1.091 0.035 -0.923 -0.1511
C -0.302 0.671 -0.970 -0.3265
C -1.467 -0.183 -0.447 -0.0903
C -1.594 0.907 0.624 -0.1722
O -0.507 1.658 0.060 -0.1013
H 1.966 0.665 1.000 0.1053
H 1.051 -0.908 -1.483 0.1201
H 1.041 -2.244 0.674 0.0581
H 1.786 -1.456 2.176 0.0536
H 1.805 0.687 -1.441 0.1132
H -0.480 1.110 -1.961 0.1406
H -2.314 -0.275 -1.130 0.1067
H -1.184 -1.172 -0.078 0.1001
H -2.528 1.481 0.617 0.1120
H -1.375 0.580 1.647 0.1132
```

## Properties
- HOMO energy (eV) = -9.5
- SMILES string = C=CC[C@H]1CCO1
- Kohn-Sham gap (eV) = 10.62

d) Below is C6H10O in the gas phase, with properties calculated with ωB97M-V with the def2-TZVPD basis set.

Structure (XYZ):
```
17
Properties=species:S:1:pos:R:3:lowdin_charge:R:1
C 1.911 -1.013 -0.052 -0.0428
C 0.624 -0.319 -0.426 -0.4235
O -0.441 -1.235 -0.253 -0.1107
C -1.675 -0.644 -0.630 -0.2734
C -2.067 0.696 -0.180 0.0869
C -1.053 1.262 0.710 -0.2394
C 0.399 0.930 0.417 -0.1529
H 2.053 -1.887 -0.690 0.0822
H 1.860 -1.343 0.991 0.0887
H 2.760 -0.329 -0.161 0.0884
H 0.673 -0.011 -1.487 0.1504
H -1.765 -0.583 -1.731 0.1333
H -2.465 -1.321 -0.287 0.1333
H 0.786 1.796 -0.113 0.1161
H -1.370 0.784 1.660 0.1497
H -1.149 2.337 0.863 0.1004
H 0.920 0.879 1.370 0.1131
```

## Properties
- HOMO energy (eV) = -8.4
- Kohn-Sham gap (eV) = 8.66

Unit: hartree. Relative energies: a) 0.0485; b) 0.0132; c) 0.0000; d) 0.0711.

a) Below is C6H10O in the gas phase, with properties calculated with ωB97M-V with the def2-TZVPD basis set.

Structure (XYZ):
```
17
Properties=species:S:1:pos:R:3:lowdin_charge:R:1
C 0.508 -1.713 0.804 -0.0103
C -0.033 -0.305 0.470 -0.5095
C -1.432 -0.171 -0.176 -0.0821
C -0.853 0.812 -1.231 -0.0970
C 0.569 0.445 -0.703 -0.1832
C 1.094 1.431 0.345 -0.1142
O 0.410 0.702 1.401 -0.0561
H 0.044 -1.989 1.746 0.0789
H 0.262 -2.496 0.064 0.0867
H 1.603 -1.770 0.947 0.0897
H -1.708 -1.119 -0.648 0.1110
H -2.240 0.170 0.471 0.1097
H -1.131 1.856 -1.017 0.1085
H -1.112 0.636 -2.282 0.0991
H 1.134 -0.447 -0.967 0.1380
H 0.706 2.461 0.275 0.1177
H 2.178 1.496 0.502 0.1132
```

## Properties
- HOMO energy (eV) = -9.3
- SMILES string = C[C@]12CC[C@H]1CO2
- Kohn-Sham gap (eV) = 10.34

b) Below is C6H10O in the gas phase, with properties calculated with ωB97M-V with the def2-TZVPD basis set.

Structure (XYZ):
```
17
Properties=species:S:1:pos:R:3:lowdin_charge:R:1
C 2.342 0.132 -0.428 -0.1067
C 1.163 0.444 0.459 -0.2640
C 0.314 -0.753 0.699 -0.1155
O -1.973 1.889 0.375 0.0484
C -2.321 0.742 0.232 -0.2915
C -1.650 -0.134 -0.732 -0.1694
C -0.853 -1.076 0.134 -0.1064
H 1.996 -0.209 -1.403 0.0764
H 2.965 -0.650 0.001 0.0727
H 2.980 1.003 -0.564 0.0722
H 0.563 1.238 0.024 0.0939
H 1.538 0.824 1.412 0.1150
H 0.768 -1.511 1.333 0.1077
H -3.133 0.327 0.852 0.1298
H -2.393 -0.683 -1.316 0.1189
H -1.039 0.468 -1.400 0.1203
H -1.266 -2.053 0.322 0.0983
```

## Properties
- HOMO energy (eV) = -9.4
- SMILES string = CC/C=C\CC=O
- Kohn-Sham gap (eV) = 10.34

c) Below is C6H10O in the gas phase, with properties calculated with ωB97M-V with the def2-TZVPD basis set.

Structure (XYZ):
```
17
Properties=species:S:1:pos:R:3:lowdin_charge:R:1
O 1.463 0.429 1.231 -0.0947
C 2.255 -0.217 0.342 -0.2258
C 2.012 -0.650 -0.893 0.0267
C 0.048 0.340 1.251 -0.1688
C -0.705 0.679 -0.015 -0.2905
C -1.291 -0.418 -0.857 -0.1505
C -2.188 0.430 -0.010 -0.1192
H 3.246 -0.312 0.779 0.1123
H 2.824 -1.099 -1.454 0.0521
H 1.053 -0.551 -1.378 0.0307
H -0.221 1.053 2.035 0.1306
H -0.252 -0.663 1.591 0.1363
H -0.367 1.579 -0.522 0.1471
H -1.325 -0.293 -1.935 0.1023
H -1.102 -1.438 -0.535 0.1073
H -2.826 1.155 -0.504 0.1002
H -2.625 -0.025 0.875 0.1040
```

## Properties
- HOMO energy (eV) = -8.9
- SMILES string = C=COCC1CC1
- Kohn-Sham gap (eV) = 9.99

Unit: hartree. Relative energies: a) 0.0626; b) 0.0000; c) 0.0377.

a) Below is C6H10O in the gas phase, with properties calculated with ωB97M-V with the def2-TZVPD basis set.

Structure (XYZ):
```
17
Properties=species:S:1:pos:R:3:lowdin_charge:R:1
O 2.360 -0.961 0.428 -0.0444
C 1.247 -0.387 -0.240 -0.3761
C -0.029 -1.277 -0.131 -0.1333
C -1.296 -0.521 0.280 -0.2081
C -1.369 0.846 -0.408 -0.2002
C -0.161 1.642 0.008 -0.1029
C 1.020 1.049 0.165 -0.0557
H 2.129 -1.066 1.358 0.0908
H 1.559 -0.366 -1.289 0.1462
H 0.174 -2.090 0.579 0.1129
H -0.196 -1.764 -1.099 0.1120
H -1.299 -0.351 1.363 0.1145
H -2.178 -1.129 0.051 0.1075
H -1.387 0.707 -1.501 0.1198
H -2.293 1.370 -0.144 0.1063
H -0.273 2.700 0.233 0.0998
H 1.900 1.599 0.497 0.1111
```

## Properties
- HOMO energy (eV) = -9.4
- SMILES string = O[C@@H]1C=CCCC1
- Kohn-Sham gap (eV) = 10.46

b) Below is C6H10O in the gas phase, with properties calculated with ωB97M-V with the def2-TZVPD basis set.

Structure (XYZ):
```
17
Properties=species:S:1:pos:R:3:lowdin_charge:R:1
C 1.632 0.766 -1.091 0.0035
C 0.991 0.675 0.078 -0.1277
O -0.998 1.618 -0.811 -0.0661
C -1.337 0.435 -0.137 -0.2911
C -0.920 -0.860 -0.762 -0.0295
C -0.113 -0.286 0.393 -0.4212
C 0.011 -1.044 1.699 -0.0308
H 2.291 1.597 -1.321 0.0725
H 1.557 -0.036 -1.820 0.0743
H -0.104 1.439 -1.254 0.0685
H 1.062 1.488 0.808 0.1337
H -2.268 0.496 0.430 0.1548
H -1.509 -1.745 -0.529 0.1089
H -0.538 -0.838 -1.780 0.1034
H 0.852 -1.748 1.648 0.0850
H 0.192 -0.366 2.542 0.0810
H -0.890 -1.625 1.920 0.0808
```

## Properties
- HOMO energy (eV) = -9.1
- SMILES string = C=C[C@]1(C)C[C@@H]1O
- Kohn-Sham gap (eV) = 10.15

c) Below is a molecular structure, C6H10O, with properties calculated with ωB97M-V with the def2-TZVPD basis set.

Structure (XYZ):
```
17
Properties=species:S:1:pos:R:3:lowdin_charge:R:1
C 2.073 -0.466 -0.087 -0.0301
C 0.710 -0.145 -0.664 -0.3711
O -0.077 -1.320 -0.577 -0.1108
C -1.398 -1.060 -0.799 -0.0394
C -1.517 0.691 0.142 -0.1344
C -0.723 0.583 1.376 -0.1204
C -0.057 0.959 0.078 -0.2388
H 2.531 -1.303 -0.622 0.0827
H 1.978 -0.734 0.970 0.0863
H 2.732 0.403 -0.167 0.0842
H 0.787 0.137 -1.725 0.1513
H -1.786 -0.219 -1.300 0.0534
H -1.994 -1.908 -0.447 0.1130
H -2.238 1.521 -0.023 0.1250
H -0.549 -0.431 1.730 0.1081
H -0.830 1.330 2.153 0.0980
H 0.357 1.962 -0.040 0.1430
```

## Properties
- HOMO energy (eV) = -8.2
- Kohn-Sham gap (eV) = 9.39

Unit: hartree. Relative energies: a) 0.0000; b) 0.0638; c) 0.1170.